The following is a quantum chemistry calculation of the molecule C2H4OS at a distorted geometry, from OMol25.

**Relative energy (zero: lowest compared OMol25 entry of this formula, charge and spin)**: 90.7 kJ/mol
**LUMO level (spin up / spin down)**: 0.88 / -1.84 eV
**<S²>**: 2.009
**Orbital gap (spin up / spin down)**: 0.3076 / 0.3076 Ha
**Multiplicity**: 3

Each line ends with the Löwdin charge.
Atoms and positions in Å:
C (-0.7452, 0.2431, 0.0342)  -0.416
C (0.5984, 0.0999, -0.7630)  -0.563
O (-0.9514, 1.5567, 0.0296)  0.032
S (1.9445, 0.4749, 0.0968)  0.798
H (-1.6299, -0.3835, -0.2280)  0.138
H (-0.5477, -0.2415, 1.0078)  0.111
H (0.4676, 0.3610, -1.7671)  0.026
H (1.6798, -0.3898, 1.0551)  -0.126

Force components x, y, z for each atom (eV/Å):
C 2.300 -1.567 -0.938
C -3.502 -1.367 0.394
O -1.487 0.859 0.874
S 2.196 0.643 0.322
H 0.184 0.633 -0.611
H -0.212 0.715 0.564
H 0.400 0.399 -1.390
H 0.120 -0.315 0.784

=====

The following is a quantum chemistry calculation of the molecule C23H30F2N2O, from OMol25.

**SMILES**: COc1ccc(F)c(CN(C)C[C@H]2CCCN(CCc3ccc(F)cc3)C2)c1
**LUMO level**: 0.79 eV
**Orbital gap**: 0.3243 Ha

Each line ends with the Löwdin charge.
Atoms and positions in Å:
C (1.2066, 3.9244, 0.5738)  -0.085
O (0.3072, 3.3261, 1.4777)  -0.091
C (-0.6938, 2.5565, 0.9719)  -0.272
C (-1.6339, 2.0851, 1.8919)  -0.010
C (-2.6994, 1.3223, 1.4659)  0.000
C (-2.8229, 1.0197, 0.1207)  -0.238
F (-3.8880, 0.2810, -0.2794)  0.051
C (-1.8956, 1.4467, -0.8142)  -0.145
C (-1.9728, 1.0883, -2.2773)  -0.127
N (-0.7187, 0.4719, -2.7053)  -0.216
C (-0.2045, 1.0348, -3.9354)  -0.099
C (-0.7878, -0.9771, -2.7907)  -0.177
C (-1.1566, -1.6630, -1.4762)  -0.287
C (-1.2628, -3.1768, -1.6669)  -0.167
C (-1.6510, -3.8241, -0.3418)  -0.173
C (-0.6591, -3.4264, 0.7492)  -0.201
N (-0.6258, -1.9839, 0.8572)  -0.166
C (-0.0752, -1.4637, 2.0789)  -0.172
C (1.4532, -1.6650, 2.2987)  -0.118
C (2.2390, -0.4232, 2.0082)  -0.240
C (2.1527, 0.6599, 2.8789)  -0.030
C (2.8650, 1.8205, 2.6500)  -0.013
C (3.6701, 1.8908, 1.5283)  -0.300
F (4.3731, 3.0251, 1.2910)  0.044
C (3.7743, 0.8391, 0.6388)  -0.007
C (3.0538, -0.3156, 0.8888)  -0.035
C (-0.1412, -1.3822, -0.3665)  -0.142
C (-0.8331, 2.2258, -0.3690)  0.028
H (0.6859, 4.5893, -0.1228)  0.100
H (1.8961, 4.5075, 1.1814)  0.095
H (1.7697, 3.1752, 0.0098)  0.087
H (-1.5113, 2.3383, 2.9326)  0.120
H (-3.4371, 0.9561, 2.1616)  0.121
H (-2.8338, 0.4353, -2.4658)  0.126
H (-2.1319, 2.0106, -2.8453)  0.129
H (-0.8467, 0.8291, -4.8070)  0.089
H (0.7819, 0.6153, -4.1322)  0.083
H (-0.1005, 2.1135, -3.8270)  0.081
H (0.2010, -1.3275, -3.1032)  0.126
H (-1.5136, -1.2934, -3.5648)  0.130
H (-2.1276, -1.3043, -1.1325)  0.127
H (-2.0067, -3.4125, -2.4309)  0.115
H (-0.2999, -3.5716, -2.0029)  0.119
H (-2.6447, -3.4800, -0.0519)  0.116
H (-1.6754, -4.9111, -0.4393)  0.109
H (-0.9772, -3.8421, 1.7084)  0.122
H (0.3322, -3.8520, 0.5038)  0.120
H (-0.6185, -1.9447, 2.8971)  0.117
H (-0.3014, -0.3935, 2.1104)  0.102
H (1.7996, -2.4864, 1.6710)  0.106
H (1.6190, -1.9490, 3.3395)  0.115
H (1.5219, 0.5883, 3.7523)  0.122
H (2.8027, 2.6604, 3.3229)  0.123
H (4.4121, 0.9278, -0.2269)  0.117
H (3.1368, -1.1461, 0.2034)  0.110
H (-0.0354, -0.3077, -0.2177)  0.116
H (0.8412, -1.7862, -0.6687)  0.129
H (-0.1111, 2.5443, -1.1023)  0.113

Force components x, y, z for each atom (eV/Å):
C 0.105 0.077 -0.133
O -0.205 -0.060 0.201
C -0.133 -0.073 -0.133
C 0.138 0.084 -0.090
C 0.008 -0.045 -0.089
C 0.218 0.179 -0.177
F 0.046 -0.022 0.003
C -0.537 -0.133 0.268
C 0.049 -0.037 0.080
N 0.017 0.020 -0.124
C 0.003 -0.013 -0.008
C -0.074 -0.152 0.234
C 0.431 -0.030 -0.336
C -0.282 0.180 0.158
C 0.293 -0.128 -0.031
C -0.313 -0.067 0.006
N -0.046 -0.110 -0.104
C 0.182 -0.066 0.203
C -0.376 0.068 -0.030
C 0.137 -0.049 0.006
C 0.079 -0.092 -0.170
C 0.191 0.142 -0.140
C -0.032 -0.135 0.028
F -0.064 -0.070 0.020
C 0.089 0.295 0.036
C -0.058 0.013 0.136
C -0.402 0.196 -0.044
C 0.116 0.177 0.255
H -0.009 -0.028 0.007
H 0.006 -0.035 -0.077
H -0.013 0.022 0.012
H 0.001 0.039 0.145
H -0.087 -0.056 0.075
H 0.039 0.084 -0.037
H -0.001 -0.105 -0.004
H -0.002 0.018 -0.034
H 0.032 0.016 -0.064
H 0.020 0.052 -0.064
H -0.025 -0.060 -0.058
H 0.059 0.007 -0.005
H -0.065 0.051 0.031
H 0.027 -0.019 -0.079
H 0.073 -0.021 -0.067
H -0.058 -0.036 0.046
H -0.042 -0.035 0.011
H 0.062 -0.013 0.006
H 0.003 -0.002 0.052
H -0.001 0.064 0.015
H 0.001 -0.046 0.092
H 0.056 -0.079 0.038
H 0.049 -0.078 -0.013
H -0.083 0.007 0.126
H -0.001 0.119 0.055
H 0.074 0.037 -0.076
H -0.015 -0.105 -0.067
H 0.081 -0.006 0.005
H 0.086 0.014 -0.034
H 0.154 0.045 -0.065

=====

M, respectively: 76.12, 388.50 g/mol.
E, respectively: -551.861175, -1278.888577 Eh.